Entry 1:
# C33H92N2O12

A 12-piece molecular cluster, C33H92N2O12 overall in a non-equilibrium geometry (ωB97M-V with the def2-TZVPD basis set, the OMol25 dataset).

Each atom is followed by the atoms it is bonded to, with distances in Å.
Atoms and positions in Å:
1 C 10.177 19.195 7.855  O2 1.376, H7 1.111, H8 1.091, H9 1.103
2 O 9.515 18.164 8.482  C1 1.376, C3 1.425
3 C 9.869 18.110 9.861  O2 1.425, C4 1.519, H10 1.071, H11 1.151
4 C 9.946 16.627 10.184  C3 1.519, C5 1.516, N6 1.435, H12 1.104
5 C 8.540 16.068 10.094  C4 1.516, H13 1.112, H14 1.068, H15 1.083
6 N 10.484 16.526 11.510  C4 1.435, H16 1.039, H17 1.056
7 H 11.282 19.175 7.963  C1 1.111
8 H 9.797 20.159 8.193  C1 1.091
9 H 9.880 19.064 6.800  C1 1.103
10 H 10.845 18.537 9.978  C3 1.071
11 H 9.102 18.715 10.470  C3 1.151
12 H 10.667 16.264 9.432  C4 1.104
13 H 8.481 14.957 10.122  C5 1.112
14 H 8.205 16.278 9.102  C5 1.068
15 H 7.917 16.562 10.830  C5 1.083
16 H 11.514 16.663 11.492  N6 1.039
17 H 10.416 15.502 11.763  N6 1.056
18 C 14.911 12.178 9.904  O19 1.415, H24 1.063, H25 1.069, H26 1.091
19 O 16.023 11.642 10.597  C18 1.415, C20 1.437
20 C 15.451 10.584 11.384  O19 1.437, C21 1.545, H27 1.079, H28 1.145
21 C 16.528 9.894 12.252  C20 1.545, C22 1.470, N23 1.461, H29 1.093
22 C 17.527 9.213 11.416  C21 1.470, H30 1.105, H31 1.104, H32 1.090
23 N 15.790 9.026 13.166  C21 1.461, H33 1.046, H34 0.988
24 H 14.081 12.427 10.521  C18 1.063
25 H 14.576 11.523 9.129  C18 1.069
26 H 15.238 13.082 9.389  C18 1.091
27 H 14.635 10.853 12.036  C20 1.079
28 H 15.092 9.874 10.560  C20 1.145
29 H 17.002 10.715 12.796  C21 1.093
30 H 18.439 8.854 11.925  C22 1.105
31 H 17.898 9.878 10.616  C22 1.104
32 H 17.125 8.352 10.882  C22 1.090
33 H 16.496 8.319 13.475  N23 1.046
34 H 15.044 8.571 12.707  N23 0.988
35 C 14.023 18.041 6.655  C36 1.554, H39 1.091, H40 1.157, H41 1.121
36 C 13.742 17.694 8.144  C35 1.554, C37 1.550, O38 1.414, H42 1.082
37 C 14.328 16.298 8.477  C36 1.550, H43 1.061, H44 1.091, H45 1.091
38 O 14.342 18.652 8.993  C36 1.414, H46 0.965
39 H 15.064 18.283 6.441  C35 1.091
40 H 13.375 18.925 6.283  C35 1.157
41 H 13.735 17.219 5.950  C35 1.121
42 H 12.673 17.642 8.304  C36 1.082
43 H 13.969 15.636 7.730  C37 1.061
44 H 14.197 15.929 9.496  C37 1.091
45 H 15.393 16.375 8.253  C37 1.091
46 H 13.681 19.355 9.015  O38 0.965
47 C 10.702 15.886 17.656  C48 1.516, H51 1.115, H52 1.162, H53 1.087
48 C 11.427 16.765 18.656  C47 1.516, C49 1.517, O50 1.467, H54 1.115
49 C 10.759 18.127 18.652  C48 1.517, H55 1.091, H56 1.047, H57 1.092
50 O 11.309 16.182 19.997  C48 1.467, H58 0.967
51 H 11.138 14.861 17.627  C47 1.115
52 H 10.656 16.250 16.553  C47 1.162
53 H 9.670 15.828 17.991  C47 1.087
54 H 12.511 16.745 18.397  C48 1.115
55 H 9.684 18.027 18.807  C49 1.091
56 H 10.852 18.606 17.726  C49 1.047
57 H 11.186 18.794 19.405  C49 1.092
58 H 10.750 16.706 20.587  O50 0.967
59 C 17.406 15.695 10.857  C60 1.546, H63 1.079, H64 1.081, H65 1.088
60 C 18.320 16.453 9.867  C59 1.546, C61 1.553, O62 1.422, H66 1.059
61 C 18.556 17.934 10.273  C60 1.553, H67 1.061, H68 1.111, H69 1.082
62 O 19.611 15.856 9.843  C60 1.422, H70 1.004
63 H 17.445 14.639 10.637  C59 1.079
64 H 16.405 16.101 10.825  C59 1.081
65 H 17.869 15.871 11.825  C59 1.088
66 H 17.834 16.396 8.927  C60 1.059
67 H 17.665 18.500 10.168  C61 1.061
68 H 19.257 18.383 9.538  C61 1.111
69 H 19.010 18.001 11.253  C61 1.082
70 H 19.517 14.861 9.935  O62 1.004
71 C 14.906 7.489 18.733  C72 1.528, H75 1.100, H76 1.097, H77 1.113
72 C 14.240 8.676 18.039  C71 1.528, C73 1.561, O74 1.479, H78 1.116
73 C 15.101 8.929 16.762  C72 1.561, H79 1.136, H80 1.082, H81 1.100
74 O 12.828 8.310 17.791  C72 1.479, H82 0.971
75 H 15.985 7.692 18.790  C71 1.100
76 H 14.631 6.581 18.181  C71 1.097
77 H 14.553 7.255 19.762  C71 1.113
78 H 14.220 9.539 18.747  C72 1.116
79 H 15.131 7.983 16.134  C73 1.136
80 H 16.125 9.243 16.915  C73 1.082
81 H 14.600 9.687 16.142  C73 1.100
82 H 12.586 8.828 17.006  O74 0.971
83 C 11.162 11.826 8.006  C84 1.486, H87 1.097, H88 1.087, H89 1.088
84 C 10.600 12.384 9.263  C83 1.486, C85 1.505, O86 1.447, H90 1.148
85 C 10.553 11.326 10.332  C84 1.505, H91 1.086, H92 1.057, H93 1.140
86 O 11.456 13.442 9.752  C84 1.447, H94 0.963
87 H 10.529 10.996 7.670  C83 1.097
88 H 12.185 11.483 8.140  C83 1.087
89 H 11.196 12.535 7.182  C83 1.088
90 H 9.553 12.791 9.027  C84 1.148
91 H 10.265 10.320 10.041  C85 1.086
92 H 10.007 11.781 11.114  C85 1.057
93 H 11.619 11.303 10.734  C85 1.140
94 H 11.319 14.246 9.240  O86 0.963
95 C 11.144 8.983 13.367  C96 1.528, H98 1.134, H99 1.064, H100 1.039
96 C 12.008 8.811 14.615  C95 1.528, O97 1.453, H101 1.108, H102 1.092
97 O 11.980 10.012 15.433  C96 1.453, H103 1.006
98 H 11.331 8.091 12.692  C95 1.134
99 H 11.499 9.856 12.875  C95 1.064
100 H 10.176 8.975 13.743  C95 1.039
101 H 13.079 8.738 14.341  C96 1.108
102 H 11.738 7.976 15.266  C96 1.092
103 H 12.160 10.789 14.820  O97 1.006
104 C 7.960 13.646 14.304  C105 1.520, H107 1.127, H108 1.085, H109 1.076
105 C 8.686 13.362 15.610  C104 1.520, O106 1.426, H110 1.139, H111 1.118
106 O 9.869 12.588 15.425  C105 1.426, H112 0.962
107 H 7.909 12.736 13.642  C104 1.127
108 H 8.368 14.515 13.797  C104 1.085
109 H 6.955 13.950 14.539  C104 1.076
110 H 8.042 12.848 16.397  C105 1.139
111 H 8.972 14.354 16.039  C105 1.118
112 H 10.052 11.999 16.163  O106 0.962
113 C 13.249 18.943 13.307  C114 1.538, H116 1.099, H117 1.067, H118 1.077
114 C 13.466 17.471 12.915  C113 1.538, O115 1.406, H119 1.092, H120 1.120
115 O 13.447 17.101 11.559  C114 1.406, H121 0.966
116 H 12.238 19.262 13.017  C113 1.099
117 H 13.923 19.572 12.771  C113 1.067
118 H 13.487 19.080 14.349  C113 1.077
119 H 12.639 16.966 13.419  C114 1.092
120 H 14.423 17.092 13.356  C114 1.120
121 H 14.170 17.582 11.135  O115 0.966
122 C 13.172 12.359 18.247  C123 1.526, H125 1.082, H126 1.075, H127 1.123
123 C 11.884 11.683 18.706  C122 1.526, O124 1.457, H128 1.066, H129 1.098
124 O 11.112 11.273 17.540  C123 1.457, H130 0.999
125 H 13.224 12.608 17.196  C122 1.082
126 H 13.983 11.657 18.319  C122 1.075
127 H 13.402 13.324 18.773  C122 1.123
128 H 11.127 12.222 19.227  C123 1.066
129 H 12.129 10.848 19.375  C123 1.098
130 H 11.671 10.794 16.866  O124 0.999
131 C 14.438 13.274 14.382  C132 1.515, H134 1.113, H135 1.110, H136 1.106
132 C 12.964 13.622 14.343  C131 1.515, O133 1.445, H137 1.117, H138 1.162
133 O 12.192 12.455 13.980  C132 1.445, H139 0.982
134 H 14.847 13.175 13.351  C131 1.113
135 H 14.755 12.397 14.984  C131 1.110
136 H 15.011 14.129 14.786  C131 1.106
137 H 12.850 14.510 13.674  C132 1.117
138 H 12.725 13.973 15.424  C132 1.162
139 H 11.263 12.569 14.277  O133 0.982

The calculation puts the LUMO energy at 0.46 eV. The multiplicity is 1. The calculation puts the largest force on an atom at 3.4 eV/Å. The energy above the lowest of the compared OMol25 structures with the same formula, charge and spin is 80.4 kJ/mol. Its charge is 0. As for the SMILES: COC[C@H](C)N.COC[C@H](C)N.CC(C)O.CC(C)O.CC(C)O.CC(C)O.CC(C)O.CCO.CCO.CCO.CCO.CCO.

These are the Mulliken partial charges, in e, on atoms 1 to 2:
1 C -0.4855
2 O -0.3325


Entry 2:
# C33H92N4O11

A 11-piece molecular cluster, C33H92N4O11 overall in a non-equilibrium geometry (ωB97M-V with the def2-TZVPD basis set, the OMol25 dataset).

Each atom is followed by the atoms it is bonded to, with distances in Å.
Atoms and positions in Å:
1 C -23.203 -4.459 -5.307  O2 1.398, H7 1.090, H8 1.090, H9 1.090
2 O -24.111 -5.217 -4.562  C1 1.398, C3 1.435
3 C -25.408 -5.188 -5.176  O2 1.435, C4 1.596, H10 1.090, H11 1.090
4 C -26.301 -6.416 -4.685  C3 1.596, C5 1.506, N6 1.446, H12 1.090
5 C -25.498 -7.687 -4.597  C4 1.506, H13 1.090, H14 1.090, H15 1.090
6 N -27.497 -6.640 -5.466  C4 1.446, H16 1.010, H17 1.010
7 H -23.446 -3.396 -5.290  C1 1.090
8 H -23.117 -4.872 -6.312  C1 1.090
9 H -22.228 -4.622 -4.849  C1 1.090
10 H -25.937 -4.254 -4.986  C3 1.090
11 H -25.406 -5.242 -6.264  C3 1.090
12 H -26.568 -6.138 -3.666  C4 1.090
13 H -24.600 -7.542 -3.998  C5 1.090
14 H -25.182 -7.951 -5.606  C5 1.090
15 H -26.011 -8.540 -4.153  C5 1.090
16 H -27.946 -5.755 -5.276  N6 1.010
17 H -27.289 -6.542 -6.449  N6 1.010
18 C -19.019 1.070 -7.001  O19 1.437, H24 1.090, H25 1.090, H26 1.090
19 O -19.585 1.330 -5.706  C18 1.437, C20 1.398
20 C -18.763 0.873 -4.673  O19 1.398, C21 1.541, H27 1.090, H28 1.090
21 C -19.278 1.347 -3.300  C20 1.541, C22 1.533, N23 1.431, H29 1.090
22 C -19.328 2.878 -3.230  C21 1.533, H30 1.090, H31 1.090, H32 1.090
23 N -18.384 0.870 -2.289  C21 1.431, H33 1.010, H34 1.010
24 H -19.614 1.581 -7.758  C18 1.090
25 H -19.094 0.003 -7.211  C18 1.090
26 H -17.983 1.404 -7.067  C18 1.090
27 H -18.745 -0.208 -4.816  C20 1.090
28 H -17.747 1.243 -4.808  C20 1.090
29 H -20.291 0.971 -3.156  C21 1.090
30 H -19.971 3.182 -4.055  C22 1.090
31 H -18.408 3.438 -3.394  C22 1.090
32 H -19.859 3.225 -2.344  C22 1.090
33 H -18.969 0.980 -1.473  N23 1.010
34 H -18.366 -0.140 -2.275  N23 1.010
35 C -22.415 3.463 5.675  O36 1.397, H41 1.090, H42 1.090, H43 1.090
36 O -21.716 2.263 5.534  C35 1.397, C37 1.389
37 C -21.756 1.757 4.241  O36 1.389, C38 1.539, H44 1.090, H45 1.090
38 C -20.823 0.544 4.078  C37 1.539, C39 1.561, N40 1.434, H46 1.090
39 C -19.330 0.895 4.369  C38 1.561, H47 1.090, H48 1.090, H49 1.090
40 N -20.981 0.042 2.743  C38 1.434, H50 1.010, H51 1.010
41 H -22.302 4.170 4.853  C35 1.090
42 H -21.949 3.849 6.581  C35 1.090
43 H -23.431 3.202 5.971  C35 1.090
44 H -22.756 1.451 3.935  C37 1.090
45 H -21.543 2.504 3.477  C37 1.090
46 H -21.007 -0.221 4.832  C38 1.090
47 H -18.622 0.089 4.175  C39 1.090
48 H -19.179 1.122 5.424  C39 1.090
49 H -18.959 1.791 3.872  C39 1.090
50 H -21.898 -0.377 2.804  N40 1.010
51 H -20.388 -0.766 2.613  N40 1.010
52 C -12.147 -8.839 -0.998  O53 1.403, H58 1.090, H59 1.090, H60 1.090
53 O -12.886 -9.479 0.009  C52 1.403, C54 1.431
54 C -13.705 -10.568 -0.425  O53 1.431, C55 1.543, H61 1.090, H62 1.090
55 C -14.755 -10.959 0.636  C54 1.543, C56 1.547, N57 1.455, H63 1.090
56 C -14.291 -11.435 2.033  C55 1.547, H64 1.090, H65 1.090, H66 1.090
57 N -15.634 -11.996 0.117  C55 1.455, H67 1.010, H68 1.010
58 H -12.763 -8.528 -1.842  C52 1.090
59 H -11.374 -9.469 -1.438  C52 1.090
60 H -11.728 -7.936 -0.556  C52 1.090
61 H -14.212 -10.300 -1.352  C54 1.090
62 H -13.052 -11.410 -0.655  C54 1.090
63 H -15.388 -10.090 0.812  C55 1.090
64 H -13.948 -12.469 2.056  C56 1.090
65 H -15.145 -11.393 2.709  C56 1.090
66 H -13.510 -10.857 2.527  C56 1.090
67 H -16.070 -11.586 -0.697  N57 1.010
68 H -16.388 -12.092 0.782  N57 1.010
69 C -15.428 -4.602 -10.549  C70 1.534, H73 1.090, H74 1.090, H75 1.090
70 C -14.828 -4.953 -9.182  C69 1.534, C71 1.532, O72 1.413, H76 1.090
71 C -15.656 -4.434 -8.002  C70 1.532, H77 1.090, H78 1.090, H79 1.090
72 O -14.944 -6.350 -9.009  C70 1.413, H80 0.960
73 H -16.516 -4.650 -10.572  C69 1.090
74 H -14.992 -5.055 -11.440  C69 1.090
75 H -15.219 -3.554 -10.760  C69 1.090
76 H -13.773 -4.708 -9.059  C70 1.090
77 H -16.641 -4.901 -7.967  C71 1.090
78 H -15.846 -3.366 -8.108  C71 1.090
79 H -15.148 -4.635 -7.058  C71 1.090
80 H -14.333 -6.814 -9.586  O72 0.960
81 C -11.360 -1.985 -2.800  C82 1.563, H85 1.090, H86 1.090, H87 1.090
82 C -10.215 -1.476 -1.866  C81 1.563, C83 1.581, O84 1.365, H88 1.090
83 C -9.215 -0.741 -2.845  C82 1.581, H89 1.090, H90 1.090, H91 1.090
84 O -10.725 -0.419 -1.169  C82 1.365, H92 0.960
85 H -10.955 -2.768 -3.440  C81 1.090
86 H -11.762 -1.219 -3.463  C81 1.090
87 H -12.183 -2.404 -2.220  C81 1.090
88 H -9.773 -2.269 -1.263  C82 1.090
89 H -8.283 -0.397 -2.396  C83 1.090
90 H -9.715 0.134 -3.261  C83 1.090
91 H -8.885 -1.395 -3.652  C83 1.090
92 H -11.390 -0.016 -1.733  O84 0.960
93 C -16.596 -5.378 -1.296  C94 1.563, H97 1.090, H98 1.090, H99 1.090
94 C -16.831 -5.530 0.242  C93 1.563, C95 1.512, O96 1.428, H100 1.090
95 C -15.637 -5.146 1.085  C94 1.512, H101 1.090, H102 1.090, H103 1.090
96 O -17.911 -4.733 0.729  C94 1.428, H104 0.960
97 H -17.545 -5.299 -1.825  C93 1.090
98 H -16.015 -6.176 -1.759  C93 1.090
99 H -16.107 -4.433 -1.528  C93 1.090
100 H -17.127 -6.565 0.418  C94 1.090
101 H -15.441 -4.082 0.949  C95 1.090
102 H -14.723 -5.659 0.785  C95 1.090
103 H -15.772 -5.230 2.163  C95 1.090
104 H -18.750 -4.996 0.343  O96 0.960
105 C -12.444 0.451 4.392  C106 1.481, H109 1.090, H110 1.090, H111 1.090
106 C -11.038 0.877 4.587  C105 1.481, C107 1.515, O108 1.426, H112 1.090
107 C -10.492 0.982 5.997  C106 1.515, H113 1.090, H114 1.090, H115 1.090
108 O -10.370 -0.169 3.886  C106 1.426, H116 0.960
109 H -13.059 1.249 4.807  C105 1.090
110 H -12.741 -0.542 4.730  C105 1.090
111 H -12.683 0.407 3.329  C105 1.090
112 H -10.865 1.816 4.061  C106 1.090
113 H -10.501 -0.006 6.457  C107 1.090
114 H -11.029 1.683 6.636  C107 1.090
115 H -9.470 1.340 5.877  C107 1.090
116 H -10.541 -0.044 2.950  O108 0.960
117 C -9.800 -5.110 4.735  C118 1.502, H121 1.090, H122 1.090, H123 1.090
118 C -8.316 -5.014 4.527  C117 1.502, C119 1.545, O120 1.404, H124 1.090
119 C -7.891 -4.964 3.042  C118 1.545, H125 1.090, H126 1.090, H127 1.090
120 O -7.855 -3.799 5.056  C118 1.404, H128 0.960
121 H -10.363 -4.398 4.131  C117 1.090
122 H -10.017 -4.839 5.769  C117 1.090
123 H -10.200 -6.092 4.482  C117 1.090
124 H -7.803 -5.849 5.005  C118 1.090
125 H -6.837 -5.236 2.979  C119 1.090
126 H -7.970 -3.956 2.634  C119 1.090
127 H -8.522 -5.640 2.465  C119 1.090
128 H -8.280 -3.071 4.596  O120 0.960
129 C -20.035 -9.750 -2.904  O130 1.413, H131 1.090, H132 1.090, H133 1.090
130 O -18.916 -10.456 -3.402  C129 1.413, H134 0.960
131 H -20.189 -9.986 -1.851  C129 1.090
132 H -19.986 -8.666 -3.008  C129 1.090
133 H -20.945 -10.087 -3.400  C129 1.090
134 H -18.617 -10.156 -4.264  O130 0.960
135 C -23.486 -6.412 0.818  O136 1.406, H137 1.090, H138 1.090, H139 1.090
136 O -22.684 -5.679 -0.075  C135 1.406, H140 0.960
137 H -23.042 -6.355 1.812  C135 1.090
138 H -24.484 -5.983 0.910  C135 1.090
139 H -23.435 -7.483 0.627  C135 1.090
140 H -23.150 -5.563 -0.906  O136 0.960

The calculation puts the LUMO energy at 0.01 eV. The multiplicity is 1. The calculation puts the largest force on an atom at 4.4 eV/Å. The energy above the lowest of the compared OMol25 structures with the same formula, charge and spin is 0.0 kJ/mol. Its charge is 0. As for the SMILES: COC[C@H](C)N.COC[C@H](C)N.COC[C@H](C)N.COC[C@H](C)N.CC(C)O.CC(C)O.CC(C)O.CC(C)O.CC(C)O.CO.CO.

These are the Mulliken partial charges, in e, on atoms 1 to 2:
1 C -0.8036
2 O -0.2051


Q: Which formula does entry 2 have?
A: C33H92N4O11


Q: What is the charge in the first record?
A: 0


Q: What is the energy above the lowest of the compared OMol25 structures with the same formula, charge and spin in the second record?
A: 0.0 kJ/mol


Q: largest force on an atom of number 1 (C33H92N2O12)?
A: 3.4 eV/Å